[1]
{
  "formula": "C37H37ClGe2MoN3O5S3",
  "method": "ωB97M-V/def2-TZVPD",
  "s2": 0.76,
  "spin_multiplicity": 2,
  "homo_lumo_gap_ev": [5.3607, 5.5715],
  "species": ["Mo", "S", "C", "S", "S", "C", "N", "C", "C", "C", "C", "C", "C", "C", "C", "H", "H", "H", "H", "H", "H", "H", "H", "H", "H", "H", "H", "O", "C", "O", "C", "C", "Cl", "N", "N", "C", "C", "O", "O", "C", "C", "C", "C", "C", "C", "H", "H", "H", "H", "H", "H", "O", "C", "C", "Ge", "C", "C", "Ge", "C", "C", "C", "C", "C", "C", "C", "C", "C", "C", "C", "C", "H", "H", "H", "H", "H", "H", "H", "H", "H", "H", "H", "H", "H", "H", "H", "H", "H", "H", "H"],
  "xyz": [[0.03394, 0.73687, -1.65624], [-0.00294, -3.50817, 0.64483], [-0.57060, -1.99486, 0.35401], [-2.13202, -1.53021, 0.05370], [0.67945, -0.66333, 0.41082], [3.01336, 1.26001, -0.62468], [1.89993, 1.98704, -1.24055], [1.51820, 3.06838, -0.32880], [2.38385, 2.57818, -2.51020], [1.86337, 1.82276, -3.69871], [2.63148, 1.65555, -4.84002], [2.07593, 1.08013, -5.97071], [0.72945, 0.75576, -5.96870], [-0.02237, 0.89771, -4.81384], [0.52468, 1.39444, -3.62136], [3.81181, 1.95729, -0.33361], [3.41290, 0.52532, -1.32684], [2.68103, 0.73771, 0.27317], [2.36892, 3.72778, -0.12186], [1.16251, 2.65849, 0.61611], [0.71008, 3.65542, -0.76663], [3.47771, 2.63281, -2.51676], [2.00463, 3.60396, -2.59742], [3.66925, 1.96015, -4.84868], [2.68027, 0.91213, -6.85025], [0.26619, 0.36263, -6.86247], [-1.07078, 0.61514, -4.85937], [-5.66124, 0.94340, -3.77715], [-4.93462, -0.09363, -4.12520], [-5.34529, -0.93332, -4.88707], [-3.56694, -0.24399, -3.52454], [-2.79922, -1.37447, -3.75571], [-3.14400, -2.66712, -4.78162], [-1.62313, -1.24902, -3.07491], [-1.59743, -0.07179, -2.41450], [-2.77046, 0.55426, -2.64764], [-3.13340, 1.83040, -2.04226], [-4.06260, 2.51136, -2.45655], [-2.50862, 2.25213, -0.94279], [-0.56256, -2.16028, -2.94164], [-0.77272, -3.53693, -2.99172], [0.29100, -4.39936, -2.80913], [1.56034, -3.91566, -2.54164], [1.77541, -2.55016, -2.47638], [0.72287, -1.67573, -2.68866], [-5.16664, 1.63729, -3.26279], [-1.75498, -3.93997, -3.15764], [0.12099, -5.46337, -2.85631], [2.37316, -4.60504, -2.38096], [2.76107, -2.16289, -2.25890], [0.93036, -0.59198, -2.73033], [-1.09874, 1.92002, 0.71504], [-1.29503, 1.76607, -0.47140], [-1.87256, -0.46946, 5.46420], [-2.22914, -0.77042, 3.51627], [-3.71502, 0.39239, 2.89067], [-2.78016, -2.67280, 3.27510], [0.07995, -0.18010, 2.64460], [1.48890, -1.44316, 3.32320], [2.84133, -1.18660, 3.13424], [3.81022, -2.08427, 3.54370], [3.43667, -3.28950, 4.11212], [2.09406, -3.57251, 4.28756], [1.13359, -2.65304, 3.90445], [0.57257, 1.70136, 3.13037], [-0.45569, 2.45770, 3.67697], [-0.23201, 3.73661, 4.15207], [1.03464, 4.28951, 4.07182], [2.06294, 3.55708, 3.50746], [1.83342, 2.27305, 3.04323], [-2.78190, -0.63423, 6.03480], [-1.52583, 0.54149, 5.65907], [-1.11504, -1.15896, 5.82824], [-4.63878, -0.01118, 3.29761], [-3.78362, 0.38257, 1.80790], [-3.60911, 1.42015, 3.21973], [-3.33635, -2.98328, 4.15642], [-1.94314, -3.34987, 3.14032], [-3.42332, -2.76095, 2.40457], [3.15654, -0.27065, 2.65542], [4.85752, -1.84692, 3.41010], [4.18742, -4.00598, 4.41277], [1.79741, -4.51767, 4.71799], [0.09007, -2.89026, 4.05590], [-1.45233, 2.03952, 3.72275], [-1.04407, 4.29931, 4.59192], [1.21553, 5.28730, 4.44319], [3.05236, 3.98358, 3.43801], [2.65512, 1.72090, 2.61274]],
  "forces_ev_per_a": [[-0.126, -0.062, 1.105], [0.148, -0.131, 0.070], [0.279, -0.746, -0.072], [-0.715, 0.304, 0.012], [0.286, 0.194, 0.132], [0.327, -0.321, 0.247], [0.087, 0.484, 0.017], [-0.162, 0.446, 0.491], [0.101, 0.091, -0.464], [-0.086, 0.195, 0.126], [0.063, -0.036, -0.027], [-0.028, 0.120, -0.002], [-0.082, -0.032, -0.076], [-0.295, 0.076, 0.102], [0.587, -0.158, -0.149], [-0.063, -0.053, -0.153], [-0.046, 0.000, 0.051], [0.086, 0.082, -0.132], [0.068, 0.008, -0.056], [0.012, 0.014, -0.141], [0.084, -0.053, 0.010], [-0.062, 0.052, 0.079], [0.078, -0.154, 0.158], [0.093, 0.050, 0.040], [0.022, 0.015, -0.065], [-0.033, -0.041, -0.057], [0.059, -0.071, 0.036], [-0.217, 0.473, 0.097], [-0.051, -0.211, -0.171], [-0.008, 0.287, 0.207], [0.299, 0.483, 0.501], [0.600, 0.127, 0.298], [0.147, -0.035, -0.007], [-1.369, 0.131, -0.831], [-1.891, -0.362, -1.027], [0.102, -1.703, -1.211], [-0.573, 1.487, 0.542], [0.757, -0.761, 0.245], [-1.177, 0.477, -0.367], [0.927, -0.613, 0.137], [-0.072, 0.278, 0.036], [0.100, 0.070, -0.003], [-0.025, 0.042, -0.076], [-0.023, 0.061, -0.025], [-0.129, 0.228, 0.102], [0.068, -0.383, -0.207], [-0.062, -0.011, 0.127], [-0.058, -0.091, 0.036], [0.118, -0.038, 0.048], [-0.006, 0.052, 0.002], [0.680, -0.964, -0.649], [-0.969, 0.185, -0.670], [1.620, 0.509, 1.572], [-0.065, -0.025, -0.518], [0.032, -0.177, 0.002], [0.493, -0.271, 0.116], [0.208, 0.544, 0.017], [0.502, 0.067, 0.346], [-0.561, 0.413, -0.122], [0.039, 0.224, -0.012], [0.139, 0.024, -0.074], [0.005, -0.069, 0.057], [0.076, -0.147, 0.082], [-0.233, 0.097, 0.078], [-0.277, -0.845, -0.174], [-0.162, -0.074, 0.024], [-0.083, 0.106, 0.088], [-0.060, 0.071, 0.005], [0.143, 0.074, -0.014], [0.121, -0.175, 0.027], [-0.183, -0.044, 0.037], [0.029, 0.123, -0.018], [0.093, -0.112, -0.031], [-0.097, -0.080, 0.106], [0.096, -0.049, -0.119], [0.058, 0.137, 0.074], [-0.056, 0.049, 0.174], [0.135, -0.008, -0.062], [0.003, 0.058, -0.083], [0.058, 0.083, -0.036], [0.030, -0.005, -0.040], [0.052, -0.045, 0.033], [-0.062, -0.068, 0.050], [-0.102, -0.058, -0.001], [-0.065, 0.064, 0.025], [-0.044, 0.036, -0.015], [0.030, 0.080, 0.032], [0.121, 0.044, -0.019], [0.118, -0.033, -0.024]],
  "lowdin_charge": [1.296, 0.572, -1.724, 0.562, 0.510, -0.114, -0.370, -0.095, -0.158, -0.256, -0.044, -0.075, -0.080, -0.110, -0.211, 0.101, 0.097, 0.010, 0.103, 0.058, 0.097, 0.126, 0.135, 0.111, 0.105, 0.105, 0.089, 0.144, -0.499, 0.070, -0.016, -0.542, 0.897, -0.042, -0.143, -0.102, -0.362, 0.134, 0.110, -0.207, -0.038, -0.069, -0.077, -0.061, -0.088, 0.072, 0.077, 0.115, 0.112, 0.115, 0.038, -0.032, -0.522, -0.241, 0.748, -0.231, -0.249, 0.825, -0.344, -0.129, -0.087, -0.089, -0.083, -0.143, -0.323, -0.140, -0.072, -0.085, -0.088, -0.133, 0.014, 0.001, 0.010, 0.018, -0.009, 0.007, 0.016, -0.013, -0.005, 0.071, 0.101, 0.101, 0.104, 0.074, 0.062, 0.106, 0.102, 0.102, 0.078]
}

[2]
{
  "formula": "C6H18N2",
  "method": "ωB97M-V/def2-TZVPD",
  "homo_lumo_gap_ev": 9.2344,
  "species": ["C", "N", "C", "C", "H", "H", "H", "H", "H", "H", "H", "H", "H", "C", "N", "C", "C", "H", "H", "H", "H", "H", "H", "H", "H", "H"],
  "xyz": [[7.25434, 16.49469, 1.45594], [6.86108, 15.56316, 0.37026], [7.18398, 16.05054, -1.02627], [7.57264, 14.28132, 0.41321], [8.35023, 16.49114, 1.58090], [6.78754, 16.31673, 2.43932], [6.94470, 17.48970, 1.09442], [6.87643, 15.24826, -1.71790], [8.23806, 16.30463, -1.22867], [6.56351, 16.94113, -1.22237], [7.14831, 13.39340, -0.08494], [7.74359, 14.04042, 1.47593], [8.54329, 14.51697, -0.05466], [2.97669, 13.57810, -1.82767], [4.23244, 14.29494, -1.95494], [5.33631, 13.38070, -1.91015], [4.27361, 15.15016, -3.13888], [2.29829, 14.38001, -1.49105], [2.90407, 12.73552, -1.11958], [2.64637, 13.23194, -2.82149], [5.34372, 12.69984, -2.77790], [5.12349, 12.79140, -1.00239], [6.33724, 13.83303, -1.80932], [5.27952, 15.42737, -3.49652], [3.69619, 16.07324, -2.96245], [3.76931, 14.56476, -3.92603]],
  "forces_ev_per_a": [[0.147, 0.060, -1.337], [0.064, -0.376, -1.454], [-1.419, 0.635, 1.072], [0.957, 0.458, 1.431], [-0.064, 0.157, 0.105], [-0.015, -0.327, -0.616], [0.176, -0.246, 0.415], [0.366, 0.983, 0.386], [0.000, -0.142, 0.419], [0.259, -0.285, -0.109], [-0.223, 0.814, 0.236], [0.024, -0.236, -0.408], [0.310, -0.773, 0.280], [-0.844, 1.468, -0.316], [1.387, 0.241, 0.372], [-0.055, -0.985, 0.501], [-0.940, -0.308, 0.000], [-0.452, -0.676, -0.163], [0.660, 0.549, -0.169], [-0.147, -0.214, 0.114], [0.112, -0.121, -0.053], [0.644, -0.125, -0.369], [-0.982, -0.406, -0.270], [-0.311, -0.287, 0.553], [0.186, -0.300, -0.138], [0.160, 0.441, -0.481]],
  "lowdin_charge": [-0.110, -0.290, -0.118, -0.137, 0.076, 0.080, 0.078, 0.030, 0.082, 0.084, 0.061, 0.084, 0.077, -0.118, -0.332, -0.150, -0.105, 0.088, 0.089, 0.075, 0.091, 0.089, 0.034, 0.083, 0.086, 0.072]
}

[3]
{
  "formula": "C4H9N2O3S",
  "method": "ωB97M-V/def2-TZVPD",
  "total_charge": -1,
  "homo_lumo_gap_ev": 7.8631,
  "species": ["C", "C", "C", "C", "N", "N", "O", "O", "O", "S", "H", "H", "H", "H", "H", "H", "H", "H", "H"],
  "xyz": [[-2.68183, -0.43017, -0.72821], [-0.27908, -0.33727, 0.21233], [0.11103, -0.58954, -2.35990], [0.21937, 0.26304, -1.15514], [1.18563, 1.12349, 3.27691], [-1.77001, -0.73915, 0.08092], [-0.03943, 0.64022, 1.26630], [0.37994, -1.45740, 0.58764], [2.54892, 0.02556, 1.46677], [1.24475, -0.21333, 2.07984], [-2.32151, 0.37231, -1.42947], [-0.42310, -0.07880, -3.18332], [1.05093, -0.96178, -2.80550], [-0.53479, -1.46305, -2.16261], [-0.39840, 1.15386, -1.18583], [1.15307, 0.71630, -0.90177], [0.59068, 1.82761, 2.74793], [2.13291, 1.49434, 3.38263], [-2.16908, -1.34625, 0.81050]],
  "forces_ev_per_a": [[-1.821, 1.526, -2.188], [1.113, -2.341, -0.818], [-0.605, -1.024, -1.544], [-1.415, 1.167, 2.498], [-1.157, 0.969, -1.113], [0.879, 0.127, 2.300], [0.374, -1.260, -0.454], [-0.638, 1.095, -0.577], [0.050, 0.058, -0.515], [-0.489, 0.686, 1.267], [0.104, -0.544, 0.145], [0.295, 0.036, 0.295], [-0.244, 0.186, 0.556], [0.456, 0.147, 0.058], [-0.408, 0.392, -0.745], [1.087, -0.358, -0.057], [1.221, -0.705, 1.255], [-0.308, -0.108, -0.300], [1.506, -0.049, -0.065]],
  "lowdin_charge": [-0.085, -0.684, -0.121, -0.202, -0.231, -0.036, -0.300, -0.271, -0.481, 0.882, -0.010, 0.068, 0.073, 0.074, 0.089, 0.097, 0.027, 0.001, 0.109]
}

[4]
{
  "formula": "C30H37NO4PRhSe2",
  "method": "ωB97M-V/def2-TZVPD",
  "s2": 6.02,
  "spin_multiplicity": 5,
  "homo_lumo_gap_ev": [5.4769, 6.2173],
  "species": ["Rh", "O", "C", "C", "C", "O", "C", "Se", "C", "Se", "H", "H", "H", "H", "H", "H", "H", "H", "H", "H", "C", "C", "C", "C", "C", "O", "C", "N", "C", "C", "C", "C", "C", "C", "P", "C", "C", "C", "C", "C", "C", "C", "C", "C", "C", "C", "C", "H", "H", "H", "H", "H", "H", "H", "H", "H", "H", "H", "H", "H", "H", "H", "H", "H", "H", "H", "H", "H", "H", "H", "H", "C", "O", "H", "H", "H"],
  "xyz": [[-0.50643, 0.06341, 0.70188], [-0.82567, 2.61755, 2.62949], [-0.40929, 3.94608, 2.48344], [0.34585, 4.05821, 1.14996], [0.80451, 5.53414, 1.00741], [1.50126, 5.82243, -0.17347], [1.59102, 3.17347, 1.17195], [1.39300, 1.28418, 1.81167], [-0.55727, 3.74546, -0.04367], [-1.59345, 2.06705, -0.04278], [-1.18401, 2.44006, 3.50472], [0.25780, 4.25012, 3.30380], [-1.27389, 4.62625, 2.47776], [1.40776, 5.80045, 1.88880], [-0.07022, 6.18837, 0.98665], [2.31203, 5.30166, -0.20097], [2.34118, 3.62136, 1.82858], [2.00209, 3.09436, 0.16346], [0.03967, 3.76237, -0.95867], [-1.31704, 4.52621, -0.11917], [-2.99451, 0.18789, 2.96374], [-3.62826, -1.02323, 2.28951], [-3.04739, -2.33141, 2.82135], [-3.46456, -0.89587, 0.76947], [-4.45027, -1.76330, -0.02555], [-3.71669, -2.17033, -1.16025], [-2.39550, -1.91871, -0.90338], [-2.16465, -1.28982, 0.21765], [-1.51135, -2.36247, -1.94411], [-2.07703, -3.21245, -2.92110], [-1.37011, -3.63184, -4.01760], [-0.05157, -3.21467, -4.19692], [0.52900, -2.38879, -3.25756], [-0.16883, -1.95237, -2.13219], [0.76046, -0.88773, -0.99472], [1.46102, 0.42857, -2.03057], [2.55337, 1.15045, -1.54461], [3.03981, 2.23771, -2.24568], [2.40985, 2.65496, -3.40781], [1.28780, 1.98027, -3.86204], [0.81541, 0.87163, -3.18355], [2.15770, -1.98725, -0.58280], [1.85503, -3.09085, 0.21617], [2.84286, -3.98953, 0.56575], [4.14544, -3.79562, 0.13030], [4.45272, -2.70681, -0.66633], [3.46562, -1.80679, -1.02364], [-3.21878, 0.19411, 4.02759], [-3.37083, 1.10486, 2.51192], [-1.91005, 0.15522, 2.82605], [-4.71060, -1.00544, 2.47209], [-2.03270, -2.44976, 2.44838], [-3.63564, -3.19151, 2.50436], [-3.02674, -2.31288, 3.90819], [-3.61821, 0.16525, 0.49976], [-5.33734, -1.21760, -0.34711], [-4.75823, -2.64852, 0.54581], [-3.09990, -3.52698, -2.79011], [-1.83864, -4.27823, -4.74546], [0.50718, -3.53442, -5.06270], [1.55402, -2.06305, -3.38728], [3.00660, 0.86216, -0.60249], [3.91093, 2.76666, -1.88330], [2.77673, 3.52069, -3.93881], [0.77917, 2.32861, -4.74870], [-0.06253, 0.35170, -3.53967], [0.83519, -3.23233, 0.55219], [2.60710, -4.84512, 1.18158], [4.91873, -4.49339, 0.40903], [5.46289, -2.56179, -1.02453], [3.72130, -0.96973, -1.65483], [0.72631, -1.65695, 3.28232], [0.05199, -0.54827, 2.85763], [0.69351, -1.70089, 4.38320], [1.78780, -1.63818, 2.97958], [0.28645, -2.58907, 2.89095]],
  "forces_ev_per_a": [[0.367, -0.308, 0.608], [-0.180, -0.159, 0.606], [0.169, 0.570, -0.157], [-0.126, 0.021, 0.107], [-0.264, -0.214, 0.543], [0.312, -0.049, -0.462], [0.036, -0.347, 0.335], [0.804, 0.585, -0.019], [-0.043, -0.189, -0.180], [-0.286, 0.182, -0.550], [0.082, 0.073, 0.083], [-0.032, -0.011, -0.060], [0.071, -0.004, -0.038], [-0.064, -0.020, -0.027], [-0.025, -0.055, 0.086], [-0.063, 0.026, 0.037], [0.036, 0.005, -0.031], [0.021, -0.042, 0.014], [-0.067, 0.035, 0.084], [0.021, -0.025, -0.061], [-0.088, -0.046, -0.200], [0.228, 0.083, -0.145], [-0.157, 0.162, -0.200], [-0.864, 0.090, -0.091], [-0.277, 0.226, 0.838], [0.744, -0.099, -0.560], [-1.107, 1.015, 2.344], [-0.366, -0.935, -1.569], [1.217, -0.441, -1.481], [-0.117, 0.276, 0.589], [0.499, 0.013, -0.265], [-0.309, -0.093, 0.028], [-0.056, -0.095, -0.012], [-0.455, -0.149, -0.080], [0.345, 0.319, 0.083], [-0.079, 0.035, -0.048], [-0.104, -0.192, 0.034], [0.063, 0.103, -0.036], [-0.031, 0.044, 0.040], [0.036, 0.128, -0.100], [0.102, -0.183, 0.147], [-0.009, -0.017, -0.039], [-0.066, 0.220, -0.119], [0.063, -0.123, 0.054], [-0.002, 0.004, -0.006], [0.121, -0.106, 0.014], [-0.184, 0.059, -0.080], [0.056, 0.003, 0.182], [-0.055, 0.125, 0.054], [-0.085, -0.013, 0.284], [0.024, 0.015, 0.001], [0.148, -0.024, 0.133], [-0.024, -0.124, -0.013], [0.040, -0.058, 0.086], [0.101, -0.284, 0.071], [0.076, -0.053, -0.020], [0.048, 0.044, -0.120], [-0.025, -0.025, -0.026], [-0.028, -0.044, -0.024], [0.078, -0.032, -0.083], [0.012, -0.029, -0.022], [0.059, 0.021, -0.063], [0.029, 0.043, 0.055], [0.034, 0.046, -0.076], [-0.066, -0.009, -0.076], [-0.061, -0.007, -0.055], [-0.034, -0.044, 0.103], [-0.062, -0.037, 0.061], [0.091, -0.109, 0.046], [0.043, 0.015, 0.019], [0.004, 0.002, -0.064], [0.274, -0.114, 0.154], [-0.895, 0.869, -0.694], [0.123, -0.221, -0.033], [0.099, -0.173, 0.015], [0.079, -0.155, 0.049]],
  "lowdin_charge": [0.351, -0.232, -0.231, -0.556, -0.235, -0.042, -0.434, 0.928, -0.477, 0.696, 0.106, 0.135, 0.136, 0.129, 0.131, 0.084, 0.065, 0.040, 0.061, 0.063, -0.091, -0.370, -0.051, -0.301, -0.096, -0.008, -0.278, 0.042, -0.110, -0.005, -0.059, -0.052, -0.087, -0.269, 0.976, -0.354, -0.152, -0.089, -0.081, -0.074, -0.085, -0.331, -0.098, -0.073, -0.082, -0.078, -0.087, 0.085, 0.066, 0.024, 0.139, 0.058, 0.071, 0.084, 0.100, 0.135, 0.127, 0.118, 0.108, 0.108, 0.114, 0.081, 0.109, 0.103, 0.105, 0.108, 0.101, 0.107, 0.101, 0.105, 0.092, -0.323, -0.582, 0.071, 0.056, 0.051]
}

Number 1: electronic energy -213590.6981 eV. Number 2: electronic energy -9491.9112 eV. Number 3: electronic energy -24249.7014 eV. Number 4: electronic energy -184377.2434 eV.